1.
This record from OMol25 describes a structure of composition C23H43Br18ClFN2O6S2 in a non-equilibrium geometry. The level of theory is ωB97M-V/def2-TZVPD.

Cartesian coordinates (Å):
O (1.697, 0.999, 2.816)
C (1.298, 0.725, 3.870)
F (1.526, 1.452, 4.959)
N (0.508, -0.425, 4.076)
C (1.130, -1.448, 4.902)
O (0.464, -2.026, 5.660)
S (2.906, -1.947, 4.790)
O (3.663, -1.088, 3.892)
O (3.411, -1.784, 6.136)
N (2.935, -3.538, 4.467)
S (2.796, -3.921, 2.850)
O (1.925, -5.091, 2.753)
O (4.080, -4.273, 2.272)
C (1.966, -2.657, 1.855)
C (1.683, -3.198, 0.409)
C (1.178, -1.968, -0.410)
Cl (2.562, -1.029, -1.112)
H (0.123, -0.788, 3.211)
H (2.581, -1.748, 1.712)
H (0.985, -2.431, 2.303)
H (0.889, -3.964, 0.469)
H (2.605, -3.584, -0.051)
H (0.711, -1.281, 0.321)
H (0.457, -2.247, -1.191)
Br (0.457, -5.658, -2.466)
C (-1.460, -5.869, -2.201)
C (-1.968, -4.950, -1.122)
Br (-1.516, -5.607, 0.652)
H (-1.637, -6.919, -1.985)
H (-1.909, -5.617, -3.161)
H (-3.057, -4.905, -1.139)
H (-1.566, -3.942, -1.197)
Br (-2.056, -1.511, -2.880)
C (-3.969, -1.740, -2.598)
C (-4.484, -0.815, -1.526)
Br (-4.012, -1.449, 0.250)
H (-4.132, -2.789, -2.368)
H (-4.428, -1.505, -3.558)
H (-5.574, -0.786, -1.537)
H (-4.096, 0.197, -1.613)
Br (-1.627, -3.065, 2.800)
C (-3.365, -2.840, 3.646)
C (-3.224, -2.526, 5.113)
Br (-2.778, -4.118, 6.139)
H (-3.930, -3.748, 3.454)
H (-3.833, -2.007, 3.120)
H (-4.172, -2.179, 5.522)
H (-2.450, -1.789, 5.320)
Br (5.723, -0.396, 0.294)
C (5.873, 1.473, 0.813)
C (4.602, 1.973, 1.455)
Br (3.223, 2.314, 0.125)
H (6.148, 2.029, -0.080)
H (6.696, 1.505, 1.525)
H (4.772, 2.932, 1.943)
H (4.182, 1.273, 2.175)
Br (0.515, 5.254, -0.335)
C (0.849, 5.477, -2.239)
C (0.039, 4.506, -3.058)
Br (0.805, 2.720, -2.996)
H (1.920, 5.369, -2.388)
H (0.554, 6.503, -2.461)
H (0.055, 4.786, -4.111)
H (-0.991, 4.422, -2.724)
Br (-2.140, 0.579, 3.108)
C (-2.594, 2.438, 2.764)
C (-4.085, 2.634, 2.763)
Br (-4.878, 1.983, 1.105)
H (-2.124, 2.715, 1.824)
H (-2.131, 3.000, 3.575)
H (-4.337, 3.693, 2.802)
H (-4.582, 2.117, 3.579)
Br (-8.636, 0.756, -1.296)
C (-9.560, 0.374, 0.377)
C (-8.587, 0.190, 1.511)
Br (-7.725, -1.551, 1.430)
H (-10.183, -0.499, 0.203)
H (-10.195, 1.241, 0.554)
H (-9.107, 0.207, 2.467)
H (-7.795, 0.935, 1.519)
Br (5.644, 4.771, -1.788)
C (5.894, 5.536, -3.559)
C (4.581, 5.957, -4.164)
Br (3.577, 4.418, -4.813)
H (6.419, 4.793, -4.154)
H (6.540, 6.400, -3.410)
H (4.745, 6.582, -5.041)
H (3.936, 6.483, -3.465)
Br (6.910, 0.498, -7.612)
C (5.010, 0.223, -7.280)
C (4.486, 1.183, -6.244)
Br (5.011, 0.650, -4.449)
H (4.885, -0.819, -6.998)
H (4.526, 0.395, -8.241)
H (3.397, 1.177, -6.235)
H (4.839, 2.200, -6.389)

Summary:
LUMO energy: 1.371 eV
Charge: -1



2.
This record from OMol25 describes a structure of composition C4H11O3P in a non-equilibrium geometry. The level of theory is ωB97M-V/def2-TZVPD.

Cartesian coordinates (Å):
C (-1.486, 1.109, 0.593)
C (-2.393, -0.110, 0.149)
C (-0.555, -1.709, 0.223)
C (2.689, 0.863, -0.544)
O (-0.694, 1.694, -0.457)
O (3.810, 0.946, 0.182)
O (-1.697, -1.187, -0.378)
P (1.352, -0.414, -0.231)
H (-0.724, 0.762, 1.264)
H (-2.152, 1.879, 0.843)
H (-3.197, 0.040, -0.658)
H (-2.909, -0.466, 1.079)
H (-0.477, -2.749, -0.107)
H (-0.725, -1.714, 1.378)
H (2.147, 1.763, -0.632)
H (-0.102, 1.089, -0.936)
H (4.059, 0.039, 0.277)
H (2.237, -1.507, -0.489)
H (0.819, -0.326, -1.556)

Summary:
Spin multiplicity: 3
LUMO energy (alpha / beta): 0.804 / -0.959 eV
Charge: 0



3.
This record from OMol25 describes a cluster of 12 separate species, C25H38BrCl36NO5P2 in total in a non-equilibrium geometry. The level of theory is ωB97M-V/def2-TZVPD.

Cartesian coordinates (Å):
C (1.122, -0.172, 1.826)
O (-0.312, -0.032, 1.643)
C (-0.706, -0.856, 0.524)
C (-2.216, -0.750, 0.122)
C (-3.127, -0.133, 1.271)
C (-4.599, 0.010, 0.712)
C (-5.185, 1.470, 0.763)
C (-4.916, 2.245, 2.092)
C (-5.248, 3.778, 1.812)
C (-4.226, 4.454, 0.830)
C (-2.764, 4.425, 1.412)
C (-1.762, 3.343, 0.837)
O (-1.896, 2.583, -0.057)
N (-0.602, 3.585, 1.679)
C (-0.494, 5.053, 1.800)
Br (-0.625, 5.596, 3.745)
P (1.165, 5.493, 1.022)
O (2.359, 4.698, 1.915)
O (1.457, 7.148, 1.291)
C (-1.832, 5.686, 1.153)
P (-1.750, 6.227, -0.635)
O (-1.010, 5.277, -1.535)
H (1.652, 0.816, 1.753)
H (1.368, -0.576, 2.843)
H (1.539, -0.875, 1.056)
H (-0.109, -0.484, -0.361)
H (-0.372, -1.927, 0.703)
H (-2.614, -1.780, -0.073)
H (-2.346, -0.117, -0.795)
H (-2.640, 0.826, 1.545)
H (-3.166, -0.860, 2.120)
H (-4.550, -0.272, -0.376)
H (-5.255, -0.768, 1.180)
H (-6.302, 1.366, 0.680)
H (-4.857, 1.996, -0.162)
H (-3.852, 2.233, 2.431)
H (-5.541, 1.886, 2.953)
H (-6.272, 3.838, 1.369)
H (-5.242, 4.387, 2.754)
H (-4.179, 3.984, -0.183)
H (-4.556, 5.517, 0.658)
H (-2.915, 4.379, 2.516)
H (0.250, 3.110, 1.367)
H (2.994, 5.385, 2.205)
H (1.102, 7.563, 0.485)
H (-1.985, 6.569, 1.822)
H (-3.061, 6.420, -1.166)
H (-1.086, 7.475, -0.729)
C (1.922, -4.499, 1.693)
Cl (0.517, -3.914, 2.588)
Cl (1.501, -4.804, 0.003)
Cl (3.250, -3.339, 1.799)
H (2.246, -5.434, 2.139)
C (7.045, -3.991, -0.080)
Cl (7.556, -2.337, -0.430)
Cl (5.303, -4.157, -0.317)
Cl (7.920, -5.146, -1.094)
H (7.276, -4.206, 0.958)
C (5.718, 0.522, -3.060)
Cl (7.471, 0.305, -2.946)
Cl (5.248, 0.927, -4.716)
Cl (4.873, -0.930, -2.514)
H (5.434, 1.346, -2.414)
C (1.333, 0.131, -4.184)
Cl (1.371, -1.493, -3.488)
Cl (1.285, 0.050, -5.948)
Cl (-0.048, 1.041, -3.563)
H (2.242, 0.648, -3.890)
C (11.426, -6.314, -3.079)
Cl (11.946, -7.054, -1.562)
Cl (12.795, -6.123, -4.180)
Cl (10.150, -7.275, -3.835)
H (11.026, -5.329, -2.858)
C (-1.156, -7.293, 4.306)
Cl (-2.464, -6.534, 3.392)
Cl (0.144, -7.805, 3.220)
Cl (-0.540, -6.192, 5.541)
H (-1.553, -8.174, 4.800)
C (12.723, -4.263, 1.398)
Cl (13.750, -3.267, 0.363)
Cl (11.085, -4.358, 0.740)
Cl (13.414, -5.879, 1.590)
H (12.670, -3.797, 2.377)
C (-7.616, -0.377, -1.904)
Cl (-6.935, -1.657, -0.894)
Cl (-8.411, 0.854, -0.915)
Cl (-6.361, 0.352, -2.914)
H (-8.363, -0.820, -2.555)
C (-1.202, -1.067, -8.816)
Cl (-1.909, -2.131, -10.038)
Cl (-0.796, -1.973, -7.357)
Cl (0.228, -0.248, -9.458)
H (-1.937, -0.313, -8.555)
C (-6.538, -5.793, -1.340)
Cl (-7.857, -5.044, -2.247)
Cl (-5.255, -6.322, -2.432)
Cl (-5.901, -4.678, -0.126)
H (-6.931, -6.665, -0.828)
C (-2.554, 9.976, -2.535)
Cl (-2.539, 8.330, -1.862)
Cl (-2.607, 9.926, -4.299)
Cl (-3.919, 10.894, -1.894)
H (-1.637, 10.475, -2.236)
C (-1.281, -2.702, 7.956)
Cl (-2.492, -3.038, 9.198)
Cl (-0.084, -4.001, 7.886)
Cl (-2.050, -2.481, 6.381)
H (-0.770, -1.782, 8.218)

Summary:
LUMO energy: -0.195 eV
Charge: 0



Energy relative to the best compared isomer or geometry (same formula, charge and spin) values, unit eV, following the record order: 0.000; 4.794; 0.000.